{
  "formula": "CH3N2O2P",
  "method": "wB97M-V/def2-TZVPD",
  "species": ["C", "N", "N", "O", "O", "P", "H", "H", "H"],
  "xyz": [[-1.55431, 1.34231, -0.31912], [-0.73834, 1.06986, 0.45521], [-0.03716, -1.37398, -0.43449], [1.27361, -0.43855, 1.51025], [1.88676, 0.67592, -0.58093], [0.87620, -0.23727, -0.01666], [-0.23523, -1.30723, -1.38229], [0.81584, -1.15776, 1.82115], [-2.28736, 1.42670, -1.05311]],
  "atomic_forces_ev_per_a": [[1.87, -0.56, 2.18], [-1.66, 1.17, -1.54], [0.10, -0.58, 1.12], [1.34, 2.46, -1.36], [-1.38, -0.37, -0.45], [3.08, 0.74, 1.52], [-0.68, -0.35, -2.28], [-1.77, -2.88, 1.57], [-0.90, 0.37, -0.77]],
  "e_homo_ev": -10.157,
  "relative_energy_ev": 1.622,
  "total_energy_ev": -17449.1337,
  "homo_lumo_gap_ev": 9.9
}